One molecule with the formula C10H16N4O4. Source: the OMol25 dataset; level of theory: the ωB97M-V functional and the def2-TZVPD basis.

Geometry (Å):
C 3.15 2.87 2.28
C 1.82 2.43 1.69
C 1.96 1.13 0.90
C 0.63 0.68 0.32
H 0.22 1.44 -0.35
H -0.09 0.48 1.13
O 0.76 -0.49 -0.48
C 0.76 -1.67 0.16
O 0.67 -1.80 1.35
C 0.87 -2.81 -0.84
H 1.48 -2.49 -1.68
H 1.32 -3.66 -0.35
C -0.54 -3.20 -1.33
N -1.20 -2.12 -2.02
C -1.87 -1.16 -1.35
N -2.27 -1.33 -0.13
N -2.97 -0.34 0.46
C -3.30 0.86 -0.08
O -3.90 1.73 0.50
N -2.85 1.01 -1.40
C -2.15 0.08 -2.12
O -1.77 0.26 -3.25
H -3.07 1.89 -1.85
H -3.25 -0.53 1.42
H -0.81 -1.80 -2.90
H -1.16 -3.48 -0.48
H -0.46 -4.05 -2.02
H 2.68 1.26 0.09
H 2.34 0.34 1.56
H 1.44 3.21 1.02
H 1.10 2.29 2.49
H 3.54 2.12 2.95
H 3.04 3.80 2.83
H 3.89 3.03 1.49

Output
Highest occupied orbital energy = -8.6 eV
Multiplicity = 1



A 2-piece molecular cluster, C10H16O overall. Source: the OMol25 dataset; level of theory: the ωB97M-V functional and the def2-TZVPD basis.

Geometry (Å):
C -0.94 1.67 -2.31
C -0.02 2.82 -1.87
H -0.74 0.79 -1.71
H -1.99 1.92 -2.17
H -0.77 1.38 -3.35
H 0.99 2.47 -1.69
H -0.36 3.12 -0.89
H -0.03 3.63 -2.59
C 0.32 0.87 1.60
C -0.42 0.96 2.96
C 0.38 -0.50 0.94
C -0.68 -1.39 0.98
C 1.49 -0.79 0.15
C -0.68 -2.55 0.21
C 1.53 -2.01 -0.54
C 0.43 -2.84 -0.57
O 0.45 -3.89 -1.44
H -0.17 1.49 0.86
H 1.34 1.18 1.75
H 0.27 1.42 3.66
H -1.43 -1.13 1.71
H 2.42 -0.26 0.07
H -1.48 -3.25 0.40
H 2.48 -2.33 -0.95
H -0.37 -4.39 -1.41
H -0.76 0.00 3.33
H -1.27 1.63 2.86

Output
Highest occupied orbital energy = -8.3 eV
Multiplicity = 1



A 2-piece molecular cluster, C10H16O overall. Source: the OMol25 dataset; level of theory: the ωB97M-V functional and the def2-TZVPD basis.

Geometry (Å):
C 2.75 1.20 -0.77
C -0.98 2.03 0.03
C -1.60 1.43 -1.09
C 0.47 1.90 0.12
C 1.20 1.24 -0.82
C -0.84 1.19 -2.13
C 0.51 1.03 -2.07
O -2.93 1.23 -1.09
H -1.48 2.52 0.87
H 1.07 2.45 0.91
H -1.26 0.99 -3.10
H -3.09 0.72 -1.94
H 3.12 0.35 -1.26
H 3.15 0.97 0.22
H 0.98 0.69 -2.99
H 3.24 2.01 -1.12
C 0.49 -3.42 2.79
C 0.98 -2.10 2.35
C -0.45 -3.87 1.61
H 1.29 -4.12 2.90
H 0.05 -3.15 3.76
H 1.16 -1.37 3.00
H -0.51 -4.98 1.71
H 0.28 -1.41 1.73
H 1.84 -2.31 1.70
H -1.53 -3.47 1.64
H 0.01 -3.50 0.64

Output
Highest occupied orbital energy = -8.5 eV
Multiplicity = 1



A 2-piece molecular cluster, C10H16O overall. Source: the OMol25 dataset; level of theory: the ωB97M-V functional and the def2-TZVPD basis.

Geometry (Å):
C -0.45 2.80 -0.51
C -1.89 2.39 -0.09
C 0.54 2.51 0.67
H -0.01 2.20 -1.45
H -0.38 3.82 -0.82
H -2.04 1.54 -0.68
H -2.70 3.17 0.00
H 0.06 3.27 1.46
H 0.62 1.45 0.98
H -1.88 2.03 0.98
H 1.55 2.73 0.54
C -1.05 -1.60 -2.51
C -1.12 -1.34 0.01
C -0.39 -1.33 -1.23
C -0.39 -1.16 1.16
C 0.94 -1.03 -1.14
C 0.96 -0.99 1.26
C 1.69 -0.83 0.03
O 1.52 -0.87 2.41
H -2.30 -1.37 -0.01
H -1.11 -1.08 2.04
H -2.07 -1.17 -2.46
H -1.12 -2.68 -2.72
H 1.47 -0.63 -2.02
H 2.67 -0.41 0.02
H 2.46 -0.87 2.40
H -0.40 -1.55 -3.43

Output
Highest occupied orbital energy = -8.1 eV
Multiplicity = 1



A 2-piece molecular cluster, C10H16O overall. Source: the OMol25 dataset; level of theory: the ωB97M-V functional and the def2-TZVPD basis.

Geometry (Å):
C -0.35 1.55 -2.64
C 1.10 1.80 -2.07
C -1.43 0.88 -1.80
H -0.52 2.61 -3.00
H -0.24 1.01 -3.66
H 0.93 2.63 -1.19
H 1.88 2.12 -2.77
H -1.26 -0.14 -1.76
H -1.30 1.23 -0.78
H 1.52 0.88 -1.51
H -2.39 1.20 -2.18
C -0.89 1.17 2.17
C 1.35 -1.94 2.10
C 0.67 -0.84 2.64
C 0.94 -2.51 0.86
C -0.25 -0.19 1.82
C -0.07 -1.94 0.02
C -0.62 -0.77 0.59
O 1.70 -3.66 0.79
H 2.15 -2.46 2.66
H 1.00 -0.18 3.40
H 1.19 -4.33 0.17
H -0.09 -2.34 -1.00
H -1.97 0.95 2.25
H -0.95 2.09 1.66
H -1.58 -0.37 0.09
H -0.54 1.56 3.14

Output
Highest occupied orbital energy = -8.2 eV
Multiplicity = 1



A 2-piece molecular cluster, C10H16O overall. Source: the OMol25 dataset; level of theory: the ωB97M-V functional and the def2-TZVPD basis.

Geometry (Å):
C -0.37 1.42 -1.62
C -0.46 2.63 -2.50
C 0.07 0.14 -2.30
H 0.32 1.61 -0.65
H -1.40 1.27 -1.29
H -1.23 2.57 -3.10
H 0.30 -0.61 -1.53
H 0.44 2.75 -3.16
H -0.65 3.47 -1.83
H -0.62 -0.29 -2.96
H 0.86 0.32 -3.09
C 2.52 -1.18 0.90
C -0.76 0.19 2.12
C 0.56 0.02 2.05
C -1.72 -0.81 1.70
C 1.13 -1.11 1.38
C -1.10 -1.99 1.36
C 0.25 -2.12 1.19
O -3.06 -0.74 1.65
H -1.00 1.27 2.52
H 1.33 0.64 2.51
H -3.22 0.21 2.04
H -1.82 -2.78 1.38
H 3.27 -1.60 1.77
H 2.97 -0.29 0.37
H 0.77 -2.95 0.86
H 2.63 -2.04 0.23

Output
Highest occupied orbital energy = -8.2 eV
Multiplicity = 1



Going through the records in order, we get relative energy (zero: lowest compared OMol25 entry of this formula, charge and spin) values of 38.56, 112.92, 294.82, 294.31, 343.40, 296.25 kJ/mol.
Going through the records in order, we get electronic energy values of -24781.2515, -12676.5545, -12674.6693, -12674.6746, -12674.1658, -12674.6544 eV.